{
  "formula": "C20H27N7",
  "method": "wB97M-V/def2-TZVPD",
  "smiles": "c1cc[nH]c1.c1cc[nH]c1.c1cc[nH]c1.CC#N.CC#N.CC#N.CC#N",
  "gap_ev": 8.354,
  "e_homo_ev": -7.90,
  "charge": 0,
  "largest_force_ev_per_a": 1.3,
  "symbols": ["C", "C", "C", "N", "C", "H", "H", "H", "H", "H", "C", "C", "C", "N", "C", "H", "H", "H", "H", "H", "C", "C", "C", "N", "C", "H", "H", "H", "H", "H", "C", "C", "N", "H", "H", "H", "C", "C", "N", "H", "H", "H", "C", "C", "N", "H", "H", "H", "C", "C", "N", "H", "H", "H"],
  "positions_angstrom": [[2.1561, 2.2781, -2.3091], [3.2995, 1.8304, -3.0330], [4.0677, 2.9248, -3.2981], [3.4732, 4.0202, -2.7211], [2.3077, 3.6198, -2.1131], [1.2937, 1.7060, -2.0073], [3.5055, 0.8174, -3.3378], [5.0243, 2.9992, -3.7881], [3.8531, 4.9443, -2.7800], [1.6701, 4.3453, -1.6359], [1.0710, -1.2444, 4.6843], [2.2537, -1.9656, 4.8701], [2.1843, -3.1036, 4.0827], [0.9921, -3.0457, 3.4376], [0.2689, -1.9437, 3.8044], [0.8221, -0.2964, 5.1344], [3.0223, -1.7409, 5.5913], [2.8878, -3.8818, 3.8472], [0.6968, -3.6612, 2.6955], [-0.6360, -1.7974, 3.2405], [0.2659, -4.8715, 0.3261], [-0.7317, -3.9432, 0.7458], [-1.3480, -4.4451, 1.8522], [-0.7907, -5.6771, 2.1167], [0.1982, -5.9220, 1.2085], [0.8905, -4.8654, -0.5494], [-0.8440, -2.9427, 0.3563], [-2.1174, -4.0428, 2.4878], [-1.1119, -6.3271, 2.8087], [0.7023, -6.8750, 1.1885], [-1.3267, 4.7710, 3.6255], [-0.7599, 3.5333, 3.1048], [-0.2937, 2.5602, 2.7182], [-1.9904, 4.5790, 4.4635], [-1.9044, 5.2830, 2.8545], [-0.5223, 5.4509, 3.9005], [0.2662, 1.1645, -4.9987], [0.6970, 0.3095, -6.1003], [1.0323, -0.3501, -6.9758], [-0.4071, 1.9463, -5.3433], [1.1280, 1.6469, -4.5393], [-0.2262, 0.5416, -4.2521], [-2.0209, 0.4448, 0.8867], [-1.5407, 0.7100, -0.4633], [-1.2028, 0.8887, -1.5434], [-2.1972, 1.3562, 1.4422], [-1.2727, -0.1612, 1.3974], [-2.9226, -0.1462, 0.7102], [-3.8246, 1.5622, -3.4192], [-4.2675, 1.1938, -2.0783], [-4.6638, 0.8975, -1.0447], [-3.2736, 0.7328, -3.8601], [-3.1388, 2.4043, -3.3600], [-4.6946, 1.7874, -4.0307]]
}

---

{
  "formula": "C20H27NO",
  "method": "wB97M-V/def2-TZVPD",
  "smiles": "CCN(C)CC[C@@](C=O)(c1cccc2ccccc12)C(C)C",
  "gap_ev": 7.980,
  "e_homo_ev": -7.81,
  "charge": 0,
  "largest_force_ev_per_a": 4.4,
  "symbols": ["C", "C", "N", "C", "C", "C", "C", "C", "O", "C", "C", "C", "C", "C", "C", "C", "C", "C", "C", "C", "C", "C", "H", "H", "H", "H", "H", "H", "H", "H", "H", "H", "H", "H", "H", "H", "H", "H", "H", "H", "H", "H", "H", "H", "H", "H", "H", "H", "H"],
  "positions_angstrom": [[2.0149, 2.5917, 2.4839], [0.7348, 1.8393, 2.5953], [0.8254, 0.3552, 2.7186], [0.8610, -0.1353, 4.0909], [0.0154, -0.5358, 1.8547], [1.0046, -0.9916, 0.7532], [0.2169, -1.5927, -0.5324], [-0.0122, -3.0900, -0.1114], [-0.5945, -3.4176, 0.9614], [-1.1223, -0.7975, -0.8123], [-2.3288, -1.5038, -0.6783], [-3.5628, -0.8688, -1.1059], [-3.5555, 0.4733, -1.5698], [-2.3717, 1.3048, -1.5071], [-2.4713, 2.6943, -1.6228], [-1.3912, 3.5657, -1.5520], [-0.1505, 2.9337, -1.3769], [-0.0713, 1.5776, -1.0526], [-1.1770, 0.6262, -1.1191], [1.1221, -1.5348, -1.8385], [0.5168, -2.2689, -2.9946], [2.6135, -1.7535, -1.7274], [2.5230, 2.2696, 1.6200], [1.8115, 3.6722, 2.3175], [2.7572, 2.4332, 3.3196], [0.2205, 2.2061, 3.4063], [0.2167, 2.1461, 1.6535], [1.6579, 0.4298, 4.6343], [-0.1712, -0.1540, 4.5298], [1.2820, -1.1498, 4.1977], [-0.8173, 0.0105, 1.3794], [-0.3113, -1.3827, 2.4155], [1.7248, -1.7359, 1.1599], [1.4882, -0.0366, 0.4951], [0.0268, -3.8972, -0.8621], [-2.3838, -2.5770, -0.2303], [-4.5254, -1.4472, -1.1400], [-4.5401, 0.9700, -1.8727], [-3.5116, 3.0373, -1.7746], [-1.4116, 4.6517, -1.6574], [0.8053, 3.4820, -1.3560], [1.0235, 1.3859, -0.8782], [1.0416, -0.4918, -2.2191], [-0.5784, -2.3711, -2.9651], [0.7982, -3.3117, -2.9549], [0.8297, -1.9475, -4.0014], [2.6568, -2.7013, -1.1949], [3.1707, -1.0237, -1.2017], [3.1002, -1.9384, -2.6768]]
}

---

{
  "formula": "C20H27NO2",
  "method": "wB97M-V/def2-TZVPD",
  "smiles": "CCN(CC)C[C@H](O)COC(c1ccccc1)c1ccccc1",
  "gap_ev": 9.693,
  "e_homo_ev": -8.80,
  "charge": 0,
  "largest_force_ev_per_a": 0.6,
  "symbols": ["C", "C", "N", "C", "C", "C", "C", "O", "C", "O", "C", "C", "C", "C", "C", "C", "C", "C", "C", "C", "C", "C", "C", "H", "H", "H", "H", "H", "H", "H", "H", "H", "H", "H", "H", "H", "H", "H", "H", "H", "H", "H", "H", "H", "H", "H", "H", "H", "H", "H"],
  "positions_angstrom": [[0.8494, -3.8821, 1.3785], [-0.2513, -4.1575, 0.3583], [-0.5633, -2.9641, -0.4129], [-0.9240, -3.2328, -1.7974], [0.3218, -3.3075, -2.6758], [-1.4567, -2.0382, 0.2600], [-1.0301, -0.6035, -0.1020], [0.3616, -0.4960, 0.0753], [-1.7639, 0.4267, 0.7721], [-1.9690, 1.6851, 0.1821], [-0.8705, 2.6020, 0.0880], [0.0895, 2.2457, -1.0333], [-0.4429, 1.7503, -2.2186], [0.3780, 1.4187, -3.2797], [1.7466, 1.6037, -3.1797], [2.2786, 2.1416, -2.0218], [1.4565, 2.4668, -0.9560], [-0.2275, 2.8641, 1.4309], [0.7071, 1.9924, 1.9821], [1.2398, 2.2400, 3.2361], [0.8509, 3.3574, 3.9545], [-0.0784, 4.2289, 3.4132], [-0.6155, 3.9805, 2.1624], [0.5503, -3.1070, 2.0793], [1.0713, -4.7869, 1.9391], [1.7532, -3.5539, 0.8713], [0.0989, -4.9268, -0.3328], [-1.1453, -4.5511, 0.8690], [-1.5567, -2.4191, -2.1569], [-1.5023, -4.1660, -1.8853], [0.0415, -3.5215, -3.7040], [0.8530, -2.3591, -2.6474], [0.9934, -4.0896, -2.3304], [-1.3459, -2.1639, 1.3389], [-2.5138, -2.2001, 0.0007], [-1.2801, -0.4068, -1.1556], [0.7198, -1.3594, -0.1921], [-1.2388, 0.5136, 1.7309], [-2.7785, 0.0607, 0.9598], [-1.3867, 3.5244, -0.2226], [-1.5139, 1.6278, -2.2973], [-0.0505, 1.0207, -4.1889], [2.3923, 1.3417, -4.0055], [3.3432, 2.3098, -1.9444], [1.8875, 2.8972, -0.0649], [1.0189, 1.1231, 1.4238], [1.9642, 1.5549, 3.6528], [1.2701, 3.5491, 4.9316], [-0.3874, 5.1038, 3.9668], [-1.3448, 4.6622, 1.7479]]
}

---

{
  "formula": "C20H27NO3",
  "method": "wB97M-V/def2-TZVPD",
  "gap_ev": 4.339,
  "e_homo_ev": -5.96,
  "charge": 0,
  "largest_force_ev_per_a": 2.5,
  "symbols": ["C", "C", "O", "C", "C", "C", "O", "C", "C", "C", "O", "H", "H", "H", "H", "H", "H", "H", "H", "H", "H", "H", "C", "C", "C", "N", "C", "C", "C", "C", "C", "C", "C", "C", "C", "H", "H", "H", "H", "H", "H", "H", "H", "H", "H", "H", "H", "H", "H", "H", "H"],
  "positions_angstrom": [[4.4954, 1.7742, -2.8434], [4.0281, 0.9190, -1.7000], [3.1298, -0.1002, -2.1853], [2.5554, -0.7572, -1.1473], [1.6724, -1.8218, -1.5851], [0.9683, -2.6974, -0.6695], [0.9497, -2.6711, 0.5543], [0.1372, -3.6722, -1.5209], [0.2553, -3.1729, -2.9608], [1.4128, -2.1412, -2.9999], [2.7711, -0.4295, 0.0144], [5.1814, 2.5237, -2.4448], [5.0366, 1.1977, -3.5974], [3.6662, 2.3101, -3.3129], [4.8801, 0.4289, -1.2103], [3.5063, 1.5394, -0.9623], [0.5502, -4.6866, -1.4215], [-0.9024, -3.7072, -1.1726], [0.4295, -3.9987, -3.6589], [-0.6751, -2.6733, -3.2632], [1.1509, -1.2505, -3.5923], [2.2995, -2.5958, -3.4773], [0.0397, 2.6754, 3.8109], [0.8968, 2.5522, 2.5565], [0.7913, 1.1637, 1.9334], [-0.6167, 0.7908, 1.6973], [-0.9721, 0.1149, 0.6131], [-2.3353, -0.0644, 0.1820], [-3.3515, 0.8745, 0.5219], [-4.6827, 0.6225, 0.2084], [-5.0328, -0.5375, -0.4967], [-4.0361, -1.4364, -0.9060], [-2.7037, -1.1961, -0.5903], [-1.4329, 0.8478, 2.9199], [-1.3950, 2.2376, 3.5369], [0.4621, 2.0472, 4.6051], [0.0469, 3.7107, 4.1625], [0.5790, 3.2955, 1.8147], [1.9494, 2.7449, 2.7872], [1.3543, 1.1063, 0.9985], [1.2246, 0.4190, 2.6214], [-0.1503, -0.3384, 0.0416], [-3.0781, 1.7943, 1.0453], [-5.4486, 1.3333, 0.5230], [-6.0780, -0.7362, -0.7338], [-4.3053, -2.3299, -1.4719], [-1.9116, -1.8772, -0.9052], [-2.4644, 0.5523, 2.7195], [-0.9942, 0.1358, 3.6410], [-1.9799, 2.2244, 4.4628], [-1.8738, 2.9555, 2.8580]]
}